Arrangement w

The following is a quantum chemistry calculation of the molecule C5H12N4, from the Open Molecules 2025 dataset.

Output
LUMO in eV: 0.97
HOMO energy in eV: -7.80
Frontier orbital gap in eV: 8.8

Cartesian coordinates (Å):
C -0.03995 1.93400 0.30228
C -0.75283 -1.75058 0.06138
C -2.19168 0.03323 -1.00463
N 0.40338 0.57144 -0.02401
C 1.56248 0.12665 0.71468
C -0.78175 -0.43727 -0.70282
N 2.29683 -0.75770 -0.01381
N 0.27406 0.10863 -1.39258
N 1.73564 0.59582 1.88514
H 3.25658 -0.91822 0.23540
H 1.99427 -0.79786 -0.99153
H 2.59712 0.26499 2.31124
H -0.76052 2.24373 -0.44742
H -0.47343 1.96421 1.30019
H 0.81626 2.60799 0.27140
H -1.35605 -1.69332 0.96998
H -1.20081 -2.51182 -0.58349
H -2.88492 -0.80418 -1.09748
H -2.55418 0.66293 -0.18789
H -2.19413 0.62870 -1.91672
H 0.25364 -2.07135 0.31068

Arrangement x

The following is a quantum chemistry calculation of a 2-piece molecular cluster, C5H12N4 overall, from the Open Molecules 2025 dataset.

Output
LUMO in eV: 0.62
HOMO energy in eV: -7.95
Structure (SMILES): [H]/N=C(C)\C(N)=N\[H].[H]/N=C\C
Frontier orbital gap in eV: 8.6

Cartesian coordinates (Å):
C 0.65128 -1.88730 0.24273
C -1.45678 -0.48784 0.19300
C -0.14504 -0.83844 -0.47441
N -2.52719 -1.14135 -0.30591
N -1.45754 0.38472 1.12991
N 0.08634 -0.58784 -1.70697
H -3.45586 -0.98554 0.05090
H -2.39539 -1.80972 -1.04942
H -2.34861 0.63300 1.55164
H -0.56591 0.07764 -2.11909
H 0.86726 -1.57244 1.26068
H 0.07946 -2.81631 0.28745
H 1.58125 -2.06019 -0.29232
C 1.25292 2.18284 -0.45965
C 1.10730 1.18615 0.65221
N 2.04159 0.59762 1.26240
H 2.96620 0.74646 0.83412
H -0.07388 1.04549 1.18247
H 0.48357 2.02281 -1.21464
H 2.23200 2.11583 -0.93941
H 1.07705 3.19441 -0.08567

Arrangement y

The following is a quantum chemistry calculation of a 2-piece molecular cluster, C5H12N4 overall, from the Open Molecules 2025 dataset.

Output
LUMO in eV: -0.10
HOMO energy in eV: -8.28
Structure (SMILES): C=C(N)[C@@H](C)N.N=C=N
Frontier orbital gap in eV: 8.2

Cartesian coordinates (Å):
C -1.05404 -2.07183 0.13817
C 0.07602 -1.09358 0.36939
N 1.27874 -1.47939 -0.20008
H 1.20442 -1.79127 -1.15963
H 0.20505 -0.82928 1.41731
H -1.15471 -2.30312 -0.92211
H -0.84696 -2.99346 0.68418
H -1.99068 -1.65173 0.49225
C 1.20521 1.55231 0.53787
C -0.54865 0.53053 -0.21564
N 2.19962 1.32162 -0.19453
N -1.60754 0.92646 0.58840
C -0.58054 0.64204 -1.55602
N 0.80186 1.87073 1.67481
H 2.08467 1.39416 -1.19316
H 2.02953 -0.80208 -0.08351
H -2.23227 1.60528 0.17567
H -1.29862 1.18839 1.51745
H 1.36582 2.54917 2.17129
H -1.35343 1.19152 -2.07615
H 0.21648 0.24352 -2.16597

Arrangement z

The following is a quantum chemistry calculation of a 2-piece molecular cluster, C5H12N4 overall, from the Open Molecules 2025 dataset.

Output
LUMO in eV: 0.76
HOMO energy in eV: -6.45
Frontier orbital gap in eV: 7.2

Cartesian coordinates (Å):
C 1.50557 0.12207 -0.39134
C 2.29843 1.14263 0.35968
C -1.29715 0.25060 -0.04671
C -0.99256 0.19120 -1.40103
N -0.40373 0.08501 2.11294
N -2.58236 -0.06318 0.39825
N 1.75506 -1.19606 -0.13835
C -1.24876 -0.68643 -2.36001
N -0.28236 0.48763 0.77551
H 1.38163 0.32831 -1.44418
H -0.45745 0.90065 2.71225
H -1.16420 -0.55762 2.31918
H -3.24257 -0.19786 -0.35422
H -2.89398 0.30924 1.28632
H 1.72609 -1.43240 0.84823
H 1.17293 -1.81944 -0.68548
H 2.29885 0.94031 1.43241
H 1.86954 2.13053 0.19672
H 3.33065 1.15395 -0.01422
H -0.78976 -0.59645 -3.34230
H -1.98386 -1.49268 -2.26365

Which one is most stable, and which one is least stable? arrangement x is the most stable of them, while arrangement z is the least stable.

Arrangement w

The following is a quantum chemistry calculation of the molecule H2N2P2, from the Open Molecules 2025 dataset.

Output
LUMO in eV: -0.62
HOMO energy in eV: -8.83
Structure (SMILES): [H]/P=N/N=P/[H]
Frontier orbital gap in eV: 8.2

Cartesian coordinates (Å):
N 0.07838 -0.26935 0.83288
N 0.09449 0.70821 -0.23982
P -1.15843 -1.27164 0.90965
P 1.03661 0.83058 -1.43504
H -0.54832 -1.60873 2.07172
H 0.38681 2.17680 -1.77349

Arrangement x

The following is a quantum chemistry calculation of a 2-piece molecular cluster, H2N2P2 overall, from the Open Molecules 2025 dataset.

Output
LUMO (spin up / spin down) in eV: -1.40 / -1.46
HOMO energy (spin up / spin down) in eV: -9.62 / -9.60
Frontier orbital gap (spin up / spin down) in eV: 8.2 / 8.1

Cartesian coordinates (Å):
N -0.81844 -0.94237 -0.94304
N 0.61686 0.13549 0.43650
P 0.12590 -1.43836 0.28270
P -0.76741 0.71897 -0.52866
H 0.79680 0.26200 2.23494
H 0.04629 1.26427 -1.48245

Which one is most stable, and which one is least stable? arrangement w is the most stable of them, while arrangement x is the least stable.